Density functional theory data (wB97M-V/def2-TZVPD) for the ion C17H30FN3O4PS with charge +1.

Each line ends with the natural charge from an NBO analysis.
Positions of all 57 atoms, in Å:
C (-2.82, 0.64, 3.14)  -0.323
C (-1.94, 0.00, 2.37)  -0.272
C (-1.78, 0.52, 0.93)  -0.287
N (-0.82, -0.25, 0.01)  -0.514
P (-1.90, -1.56, -0.68)  0.940
C (-1.25, -2.46, -2.16)  -0.962
C (-2.35, -2.85, 0.58)  -0.943
C (0.34, -0.78, 0.83)  -0.291
C (1.50, -1.38, 0.01)  0.413
N (2.78, -1.40, 0.74)  -0.595
C (2.69, -1.52, 2.02)  0.530
C (2.15, -2.74, 2.80)  -0.737
C (3.22, -0.33, 2.88)  -0.713
O (1.13, -2.83, -0.18)  -0.562
C (2.17, -3.55, -0.53)  0.517
N (3.02, -4.28, -0.72)  -0.347
C (1.82, -0.72, -1.36)  -0.463
C (0.70, 0.17, -2.01)  -0.460
C (-0.34, 0.76, -0.98)  0.582
F (0.43, 1.76, -0.37)  -0.362
C (-1.45, 1.39, -1.88)  -0.475
C (-1.00, 2.74, -2.56)  -0.408
C (-1.24, 3.96, -1.59)  -0.653
S (0.27, 4.94, -1.21)  2.300
O (0.81, 4.59, 0.09)  -0.930
O (-0.11, 6.33, -1.18)  -0.909
O (1.40, 4.78, -2.36)  -0.845
H (-3.25, 1.61, 2.84)  0.207
H (-3.18, 0.17, 4.07)  0.231
H (-1.44, -0.86, 2.84)  0.223
H (-1.57, 1.60, 0.97)  0.264
H (-2.79, 0.43, 0.45)  0.266
H (-1.56, -3.53, -2.10)  0.277
H (-0.17, -2.44, -2.36)  0.257
H (-1.75, -2.04, -3.06)  0.257
H (-1.90, -3.82, 0.23)  0.257
H (-3.44, -3.02, 0.58)  0.280
H (-1.94, -2.70, 1.60)  0.251
H (0.64, 0.08, 1.46)  0.265
H (0.01, -1.62, 1.48)  0.263
H (1.93, -3.62, 2.18)  0.248
H (2.89, -2.98, 3.60)  0.268
H (1.22, -2.43, 3.34)  0.227
H (4.30, -0.48, 3.12)  0.269
H (2.60, -0.15, 3.78)  0.236
H (3.17, 0.56, 2.21)  0.239
H (2.70, -0.06, -1.19)  0.271
H (2.16, -1.44, -2.14)  0.260
H (0.20, -0.28, -2.89)  0.230
H (1.22, 1.06, -2.42)  0.247
H (-2.43, 1.60, -1.40)  0.236
H (-1.66, 0.70, -2.72)  0.247
H (0.01, 2.69, -2.99)  0.226
H (-1.70, 2.90, -3.42)  0.244
H (-1.57, 3.56, -0.60)  0.242
H (-2.06, 4.62, -1.94)  0.278
H (1.93, 3.99, -2.13)  0.503

Properties
Orbital gap = 8.8863 eV
E_tot = -53604.70914 eV
SMILES string = C=CC[N@+]1(P(C)C)C[C@@](N=C(C)C)(OC#N)CC[C@@]1(F)CCCS(=O)(=O)O
LUMO = -3.10 eV
Total charge = +1
HOMO level = -12.0 eV